C4H4O2 | wB97M-V/def2-TZVPD

Properties
gap between HOMO and LUMO = 11.44 eV
relative energy (zero: lowest compared OMol25 entry of this formula, charge and spin) = 167.31 kJ/mol
SMILES = C#CCOC=O
energy = -305.21573 hartree

Geometry (Å):
C: 2.3180 -0.7116 -0.1785
C: 1.4353 0.1057 -0.1285
C: 0.1840 0.8386 0.0931
O: -0.6946 -0.1061 0.7272
C: -1.8336 -0.4226 0.0907
O: -2.4685 0.2810 -0.6484
H: 3.1230 -1.4103 -0.2306
H: -0.2731 1.1902 -0.8365
H: 0.3106 1.6898 0.7656
H: -2.1011 -1.4549 0.3460

C4H4O2 | wB97M-V/def2-TZVPD

Properties
gap between HOMO and LUMO = 10.28 eV
relative energy (zero: lowest compared OMol25 entry of this formula, charge and spin) = 189.15 kJ/mol
SMILES = C#CC(=O)CO
energy = -305.20742 hartree

Geometry (Å):
C: 0.6349 -2.0909 -0.0168
C: -0.1411 -1.1903 -0.2187
C: -0.9707 -0.0061 -0.4753
O: -2.0799 -0.0757 -0.9495
C: -0.2713 1.2993 -0.1182
O: 0.3084 1.2556 1.1621
H: 1.2997 -2.9128 0.1423
H: 0.4744 1.5022 -0.9058
H: -1.0121 2.1003 -0.1260
H: 0.8977 0.4889 1.1996

C4H4O2 | wB97M-V/def2-TZVPD

Properties
gap between HOMO and LUMO = 10.39 eV
relative energy (zero: lowest compared OMol25 entry of this formula, charge and spin) = 200.45 kJ/mol
SMILES = O=C[C@H]1CC1=O
energy = -305.20311 hartree

Geometry (Å):
O: -2.0425 0.3171 -1.2060
C: -1.4644 0.1309 -0.1642
C: -0.1731 -0.6113 -0.1694
C: 0.8598 0.5949 0.0407
C: 1.0419 -0.6931 0.6747
O: 1.8302 -1.4598 1.1444
H: -1.7635 0.6414 0.7720
H: -0.1127 -1.2708 -1.0346
H: 1.4353 1.0297 -0.7677
H: 0.3890 1.3210 0.7102

C4H4O2 | wB97M-V/def2-TZVPD

Properties
gap between HOMO and LUMO = 9.30 eV
relative energy (zero: lowest compared OMol25 entry of this formula, charge and spin) = 460.91 kJ/mol
energy = -305.10391 hartree

Geometry (Å):
O: 0.5235 -0.1082 2.2567
C: 0.2105 0.0170 1.0940
C: 0.7801 0.7141 -0.0549
C: -0.0244 -0.0599 -1.0428
O: 0.0292 -1.5001 -0.7546
C: -0.8127 -0.6915 0.0114
H: 1.7841 1.1498 -0.2132
H: -0.3668 1.1925 0.7247
H: -0.2454 0.1918 -2.0732
H: -1.8783 -0.9056 0.0519

C4H4O2 | wB97M-V/def2-TZVPD

Properties
gap between HOMO and LUMO = 10.90 eV
relative energy (zero: lowest compared OMol25 entry of this formula, charge and spin) = 205.26 kJ/mol
SMILES = C#C[C@@H](O)C=O
energy = -305.20128 hartree

Geometry (Å):
C: 2.2733 -0.4378 -0.3495
C: 1.1513 -0.0680 -0.1396
C: -0.1598 0.3241 0.3446
O: -0.4782 1.6622 0.1148
C: -1.2717 -0.5862 -0.1389
O: -2.3063 -0.1271 -0.5659
H: 3.2697 -0.7920 -0.3677
H: -0.0085 0.0363 1.3955
H: -1.3681 1.6582 -0.2814
H: -1.1017 -1.6696 -0.0119

C4H4O2 | wB97M-V/def2-TZVPD

Properties
gap between HOMO and LUMO = 10.77 eV
relative energy (zero: lowest compared OMol25 entry of this formula, charge and spin) = 180.70 kJ/mol
SMILES = C#CC(=O)CO
energy = -305.21063 hartree

Geometry (Å):
C: -2.3986 0.2239 -0.5135
C: -1.2459 0.5673 -0.4353
C: 0.2061 0.6142 -0.3287
O: 0.9333 1.3174 -0.9963
C: 0.7447 -0.4424 0.6147
O: 2.1225 -0.5977 0.5016
H: -3.4155 -0.0908 -0.6041
H: 0.4670 -0.1836 1.6476
H: 0.1820 -1.3553 0.3643
H: 2.4043 -0.0529 -0.2502

C4H4O2 | wB97M-V/def2-TZVPD

Properties
gap between HOMO and LUMO = 9.91 eV
relative energy (zero: lowest compared OMol25 entry of this formula, charge and spin) = 181.82 kJ/mol
SMILES = O=C=C[C@@H]1CO1
energy = -305.21021 hartree

Geometry (Å):
O: -1.0058 2.3108 -0.1034
C: -1.1486 1.1555 -0.1597
C: -1.2136 -0.1622 -0.2098
C: 0.1103 -0.8563 -0.1296
C: 1.2028 -0.0607 0.4268
O: 1.1202 -0.2941 -0.9711
H: -2.1459 -0.6224 -0.5020
H: 0.1062 -1.9442 -0.0592
H: 0.8855 0.9186 0.7919
H: 2.0889 -0.4449 0.9161

C4H4O2S | wB97M-V/def2-TZVPD

Properties
gap between HOMO and LUMO = 10.64 eV
relative energy (zero: lowest compared OMol25 entry of this formula, charge and spin) = 79.65 kJ/mol
SMILES = CC1C(=O)SC1=O
energy = -703.46162 hartree

Geometry (Å):
C: 0.3410 0.0399 0.1524
C: -0.7306 -0.7829 -0.5677
C: -0.3232 -1.2572 -1.9579
O: -0.0100 -0.6292 -2.9695
S: -0.3573 -2.9648 -1.6408
C: -0.7583 -2.2171 -0.0459
O: -0.8141 -2.6809 1.0455
H: 1.3679 -0.4345 0.0526
H: 0.0995 0.6490 1.1073
H: 0.5781 0.9029 -0.4972
H: -1.7905 -0.4554 -0.6016